(1)
{"formula": "BrHNO2S", "method": "ωB97M-V/def2-TZVPD", "charge": -1, "orbital_gap_ev": 7.9, "de_lowest_kcal_mol": 29.78, "e_tot_ev": -86478.0879, "symbols": ["H", "N", "S", "O", "O", "Br"], "coordinates": [[1.774791, -0.243329, -0.047937], [1.296878, 0.123514, -0.769980], [-0.316825, -0.338910, -0.069812], [-0.064028, -0.766936, 1.270356], [0.323564, 1.103537, -0.336946], [-3.014380, 0.122127, -0.045682]], "forces_ev_per_angstrom": [[2.524, -0.446, 4.028], [-2.033, 0.030, -4.488], [-0.194, -0.733, -2.194], [0.238, -0.237, 1.394], [0.031, 1.100, 1.091], [-0.565, 0.287, 0.170]], "mulliken_charge": [0.258, -0.452, 0.632, -0.491, -0.183, -0.764]}

(2)
{"formula": "CHN5O", "method": "ωB97M-V/def2-TZVPD", "charge": -2, "orbital_gap_ev": 6.7, "de_lowest_kcal_mol": 3.66, "e_tot_ev": -10546.0696, "symbols": ["N", "O", "N", "N", "H", "N", "N", "C"], "coordinates": [[2.028047, 2.403013, 2.353820], [0.067076, -1.437062, -2.612453], [1.210839, 1.639963, 2.071254], [0.418375, 0.872664, 1.792817], [0.353920, -0.042522, -1.136247], [-2.301994, -1.545608, -0.165477], [-0.377538, -0.706214, -1.513167], [-1.398725, -1.184234, -0.790548]], "forces_ev_per_angstrom": [[1.924, 1.941, 0.731], [0.033, -0.325, -0.406], [0.675, 0.461, 0.198], [-2.428, -2.213, -0.817], [-1.775, -1.310, 0.146], [-1.142, -0.575, 0.429], [0.156, 0.670, 0.611], [2.557, 1.352, -0.891]], "mulliken_charge": [-0.613, -0.833, 0.241, -0.613, 0.252, -0.571, -0.176, 0.313]}

(3)
{"formula": "C5H8O2", "method": "ωB97M-V/def2-TZVPD", "charge": 0, "orbital_gap_ev": 10.2, "de_lowest_kcal_mol": 189.68, "e_tot_ev": -9401.6069, "symbols": ["O", "H", "H", "C", "C", "O", "C", "H", "H", "H", "H", "C", "C", "H", "H"], "coordinates": [[0.235508, -0.933401, -0.718247], [2.238839, -1.252641, -0.196962], [1.195988, 0.813748, -1.302491], [-0.753434, -0.579165, 0.096621], [-1.147064, 0.713809, -0.231040], [0.089891, 1.378554, 0.037994], [2.152920, -0.135627, 0.364675], [-3.089942, -0.282888, -0.525396], [-2.772607, -0.289053, 1.106091], [3.298927, 0.413619, 0.452093], [-0.456310, -0.483790, 1.011967], [0.944526, 0.337823, -0.433384], [-2.320802, -0.243218, 0.220882], [1.621629, -0.513188, 1.342915], [-1.238064, 1.055425, -1.225720]], "forces_ev_per_angstrom": [[1.495, -0.128, -1.377], [0.699, 3.150, 1.496], [1.360, 0.115, -2.985], [-6.904, -2.085, -3.378], [-1.213, 1.961, -0.079], [0.227, 0.705, 3.032], [0.956, -3.138, 0.654], [0.217, -0.096, -0.851], [-1.062, -0.456, 3.986], [-3.960, -1.327, -0.185], [1.524, -0.191, 5.811], [2.922, 0.328, -0.436], [3.106, 0.904, -3.088], [1.870, 1.062, -1.107], [-1.236, -0.804, -1.494]], "mulliken_charge": [-0.408, 0.254, 0.479, 0.099, 0.004, -0.416, -0.878, 0.277, 0.296, 0.279, 0.380, 0.034, -0.847, 0.207, 0.239]}

(4)
{"formula": "C7H4NO5Pm", "method": "ωB97M-V/def2-TZVPD", "charge": 2, "spin_multiplicity": 5, "orbital_gap_ev": [5.3, 5.8], "de_lowest_kcal_mol": 0.00, "e_tot_ev": -35584.7511, "symbols": ["O", "H", "C", "C", "H", "O", "C", "H", "O", "N", "O", "Pm", "C", "C", "O", "H", "C", "C"], "coordinates": [[2.865789, 1.575528, -3.037151], [-2.264843, 0.912742, 3.282737], [2.260652, -0.516009, 0.068128], [-2.527567, 0.095079, 2.616604], [-2.322754, -0.802691, 3.194543], [-1.731124, -3.031375, -1.656598], [1.872129, 1.109101, -2.645664], [-3.580330, 0.125536, 2.360230], [2.178960, -1.010112, 1.181798], [-1.146165, 0.186518, 0.434099], [2.268999, -2.301119, -1.593109], [-0.204056, 0.266313, -1.720482], [-1.740115, 0.151490, 1.437031], [1.799146, -1.323397, -1.106861], [0.331595, 3.633916, -0.188207], [2.833122, 0.387012, -0.270289], [-1.117734, -2.040813, -1.684360], [0.224296, 2.582282, -0.672447]], "forces_ev_per_angstrom": [[-4.665, -2.194, 1.795], [-0.060, 0.358, -0.051], [1.638, -2.290, 1.570], [-0.056, -0.026, 0.892], [0.084, -0.349, -0.169], [3.228, 4.944, -0.098], [6.175, 2.482, -2.401], [-0.235, 0.085, -0.064], [-0.255, 1.801, -1.446], [-1.008, 0.002, 1.934], [-0.326, 0.662, 0.518], [-0.927, -0.132, -0.344], [1.021, -0.115, -1.930], [-0.734, 0.007, -1.464], [-0.486, -5.182, -2.335], [-0.394, 0.169, 0.791], [-3.609, -6.349, 0.118], [0.608, 6.128, 2.684]], "lowdin_spin": [0.023, 0.000, -0.039, 0.001, 0.000, 0.004, 0.016, 0.000, -0.054, -0.005, -0.088, 4.247, 0.004, -0.116, 0.007, 0.001, -0.006, 0.005]}

(5)
{"formula": "C28H56BrInNO24", "method": "ωB97M-V/def2-TZVPD", "charge": -1, "orbital_gap_ev": 8.2, "e_tot_ev": -155794.8614, "symbols": ["H", "H", "H", "H", "O", "O", "O", "C", "H", "C", "O", "C", "H", "O", "H", "C", "H", "H", "C", "O", "H", "C", "C", "O", "H", "O", "O", "C", "C", "C", "H", "C", "H", "O", "C", "O", "H", "O", "H", "H", "O", "H", "H", "H", "H", "O", "H", "H", "H", "H", "H", "C", "H", "H", "O", "C", "H", "C", "In", "H", "O", "H", "H", "C", "O", "H", "H", "C", "H", "H", "C", "H", "C", "O", "H", "H", "H", "O", "O", "C", "H", "H", "H", "H", "C", "O", "H", "H", "H", "C", "H", "H", "C", "O", "H", "H", "C", "H", "O", "C", "H", "C", "H", "C", "H", "C", "Br", "N", "O", "H", "H"], "coordinates": [[-5.134452, 0.166409, -1.691498], [-2.603905, 3.461656, 2.500207], [-2.543500, 1.744422, 2.993638], [-4.156251, -5.799707, -3.453362], [-0.073706, 3.622634, 9.818135], [1.405865, -5.041939, -1.454241], [-5.160535, 0.696689, -4.056934], [0.264594, 0.158273, 3.413920], [2.231235, -6.880806, -1.581234], [2.143284, 0.405197, -2.209722], [-5.125589, 3.237950, 5.420458], [0.341456, -4.294189, -1.753616], [-0.387476, 0.893729, 3.873379], [0.548917, -3.069555, -1.305825], [-6.930161, 3.872842, 4.608165], [5.822400, 5.180222, -4.386404], [-3.370540, 0.080254, -1.493483], [-1.962492, 3.358739, 6.479650], [6.262007, -2.593362, -0.816501], [-0.638921, -4.690128, -2.336071], [7.015259, -3.062244, -0.185297], [-3.756728, -8.368443, -7.547764], [-4.203445, 0.716635, -1.793789], [5.061233, -2.362550, -0.084199], [1.841188, 0.907957, -4.276775], [4.482446, 3.305643, -5.659432], [-0.010978, 2.323248, 7.973582], [-1.363550, 2.639326, 0.084859], [1.308054, -6.397261, -1.887477], [0.826978, 2.414754, -3.090094], [1.374997, -0.356881, -2.225896], [-6.548935, 3.159951, 5.336348], [-4.613841, 3.178861, -2.860682], [1.841929, -1.167288, 6.217437], [0.802860, -0.839802, 5.444387], [1.273955, -0.262206, 4.343431], [3.098870, -0.101705, -2.358004], [-1.817442, 3.551597, 8.548010], [6.114193, 4.285015, -3.841140], [0.861679, -1.110031, 8.046548], [-0.353167, -1.035258, 5.706252], [-3.968690, 2.917477, -4.473109], [-4.196072, 1.579117, -1.132185], [-6.925547, 3.410408, 6.324225], [6.479890, 6.001908, -4.118198], [4.020233, -1.409634, 1.542988], [2.988306, -0.527404, 3.053450], [-0.310579, -0.695068, 3.061035], [-5.109030, -0.264238, -4.076996], [0.772659, 0.613451, 2.568668], [0.462772, -6.893735, -1.413844], [5.230653, 4.001110, -6.288522], [-0.679563, -2.028257, -2.628712], [1.018434, 2.957076, -2.156323], [6.234570, -1.030279, 1.310684], [-2.388568, 2.772244, 3.313698], [4.658648, -0.940087, 3.469514], [-4.498540, 2.954126, 4.271643], [-1.903209, 3.181584, -2.615337], [1.548166, 3.706918, 11.020215], [-3.203862, -7.231039, -6.889183], [1.210519, -6.450051, -2.970462], [5.997091, -3.264720, -1.628214], [-3.857689, 2.634067, -3.428556], [-0.451064, 1.774293, -3.022120], [4.793670, 5.441449, -4.147702], [-3.479414, 3.513549, 7.373177], [1.261104, 3.205778, 10.100081], [-0.214516, -1.191927, -1.140397], [1.306374, 2.127560, 10.243055], [-0.518937, -2.144651, -1.559223], [-1.352229, 2.900647, 3.610777], [-0.585379, 3.089841, 8.701622], [-4.098740, -7.995867, -4.963236], [-2.657521, -6.710451, -3.116977], [-3.136825, 0.657616, -3.662767], [-2.587209, -4.971931, -3.417854], [-2.900914, -6.084897, -5.087888], [-5.039546, 2.655265, 3.243986], [1.946152, 1.426763, -3.323170], [4.943553, 1.921183, -7.851701], [0.821998, 3.106379, -3.937374], [6.648213, -1.661897, -1.226306], [-2.588757, 1.980193, 7.417392], [-4.034270, 1.143609, -3.267396], [5.980536, 4.986571, -5.795822], [1.935245, 3.501397, 9.298410], [2.401576, -1.995488, 7.973240], [-3.472218, -8.282372, -8.592580], [4.692599, 2.901022, -8.253124], [3.626054, 3.084909, -8.141767], [0.936397, -2.714049, 7.269641], [5.203918, -1.547355, 0.962317], [5.451655, 3.922623, -7.602615], [2.870221, 2.008404, -3.397953], [-4.842035, -8.372513, -7.464980], [-3.462748, -7.178815, -5.577974], [4.314199, 0.457147, 2.414347], [-3.187030, 3.059159, 4.472866], [-3.094429, -5.888790, -3.678860], [-1.433335, -2.476916, -1.070418], [1.473302, -1.784385, 7.449763], [2.180437, 0.878627, -1.229152], [-2.494502, 3.063807, 7.373619], [-3.350124, -9.289538, -7.133938], [4.007108, -0.550487, 2.689282], [-1.075364, 5.498351, -3.465991], [-2.140987, 3.371863, -0.456766], [-0.444396, 2.142621, 0.651512], [-6.863292, 2.152938, 5.069706], [4.963063, 2.945165, -9.304194]], "forces_ev_per_angstrom": [[-0.090, -0.026, 0.161], [-0.174, -0.060, -0.013], [-0.097, 0.033, -0.083], [-0.018, -0.138, -0.036], [0.003, 0.021, 0.046], [0.055, -0.048, 0.012], [0.071, 0.060, 0.026], [-0.031, 0.094, -0.312], [0.034, 0.080, 0.040], [0.303, -0.020, -0.264], [0.015, 0.034, 0.115], [0.035, 0.070, 0.018], [-0.058, -0.080, 0.089], [0.008, 0.045, 0.035], [0.009, -0.051, -0.071], [0.042, 0.115, 0.145], [-0.024, -0.125, 0.116], [0.107, -0.025, -0.038], [0.048, -0.071, -0.133], [0.055, 0.005, 0.053], [0.032, 0.074, 0.031], [-0.007, -0.061, -0.146], [0.344, 0.110, -0.361], [-0.004, -0.058, -0.023], [-0.222, 0.049, -0.112], [-0.038, -0.117, 0.043], [0.044, -0.061, -0.029], [1.190, 1.407, 0.102], [0.085, -0.122, -0.001], [-0.662, -0.714, -0.391], [-0.183, -0.013, 0.119], [-0.128, 0.024, 0.099], [-0.090, -0.010, 0.043], [0.059, -0.037, 0.010], [0.052, 0.118, -0.019], [-0.118, 0.011, 0.056], [0.038, -0.115, 0.060], [-0.094, -0.009, 0.011], [-0.076, -0.041, -0.011], [-0.071, -0.012, -0.043], [-0.086, -0.065, 0.012], [0.204, 0.022, -0.099], [-0.186, 0.035, 0.126], [0.087, 0.012, 0.033], [0.030, 0.010, -0.096], [-0.055, -0.022, 0.049], [0.035, -0.130, -0.106], [-0.064, -0.012, 0.104], [-0.103, -0.001, -0.047], [0.113, -0.003, 0.066], [-0.055, 0.021, -0.057], [0.006, 0.093, -0.023], [-0.032, -0.056, -0.012], [0.186, 0.199, -0.021], [0.083, 0.012, 0.030], [0.294, -0.015, -0.183], [0.083, 0.017, -0.049], [0.129, -0.001, -0.065], [-0.494, 0.188, -0.615], [-0.084, 0.042, 0.006], [0.017, 0.000, -0.054], [-0.086, 0.007, -0.001], [-0.093, 0.001, 0.025], [0.036, 0.040, 0.233], [0.149, 0.534, 0.314], [-0.031, -0.086, -0.001], [0.005, 0.102, 0.083], [0.120, 0.030, 0.108], [0.102, -0.032, 0.042], [0.012, -0.019, -0.082], [-0.177, 0.215, 0.053], [-0.045, 0.052, 0.150], [-0.036, 0.038, 0.015], [-0.042, -0.067, 0.026], [-0.038, -0.049, -0.014], [-0.035, -0.134, -0.141], [0.110, 0.044, -0.127], [0.017, 0.034, 0.006], [-0.067, -0.046, -0.064], [0.467, -0.026, 0.391], [-0.055, 0.005, 0.069], [0.155, 0.338, 0.159], [0.043, 0.023, 0.065], [0.093, -0.010, -0.062], [0.111, -0.066, 0.085], [0.056, 0.033, -0.003], [-0.013, -0.073, -0.048], [0.052, 0.035, -0.072], [0.045, 0.081, 0.016], [-0.042, -0.070, -0.166], [-0.006, -0.038, 0.082], [-0.073, 0.034, -0.009], [-0.095, 0.024, -0.038], [0.041, 0.007, -0.043], [0.018, 0.102, -0.132], [-0.003, -0.042, 0.074], [0.045, 0.069, -0.001], [0.115, -0.033, -0.021], [-0.161, 0.038, -0.070], [-0.178, 0.093, 0.119], [-0.012, -0.098, -0.076], [0.058, -0.042, 0.162], [-0.163, 0.029, 0.093], [-0.033, -0.048, 0.133], [-0.059, -0.008, 0.062], [-0.038, 0.142, 0.075], [-0.091, -0.326, 0.187], [-0.490, -0.629, -0.396], [-0.302, -0.977, 0.464], [0.006, 0.010, -0.087], [0.062, 0.075, 0.017]], "mulliken_charge": [0.457, 0.507, 0.389, 0.322, -0.344, -0.286, -0.609, -0.509, 0.192, -0.667, -0.247, 0.651, 0.065, -0.071, 0.305, -0.599, 0.028, 0.233, -0.695, -0.585, 0.311, -0.640, -0.863, -0.213, 0.300, -0.519, -0.516, 0.810, -0.652, -0.455, -0.106, -0.693, 0.386, -0.320, 0.787, -0.364, 0.342, -0.347, 0.281, 0.252, -0.577, 0.376, 0.191, 0.202, 0.186, -0.199, -0.122, 0.374, 0.313, 0.307, 0.288, 0.828, 0.381, 0.305, -0.574, -1.017, 0.314, 0.621, 1.021, 0.207, -0.321, 0.301, 0.210, -1.474, -0.575, 0.302, 0.202, -0.610, 0.143, 0.281, -0.838, 0.330, 0.781, -0.549, 0.261, 0.178, 0.150, -0.290, -0.559, -0.457, 0.284, 0.319, 0.302, 0.304, 0.636, -0.325, 0.285, 0.221, 0.216, -0.606, 0.295, 0.298, 0.681, -0.336, 0.183, 0.292, 0.800, 0.320, -0.198, -0.515, 0.443, -0.628, 0.293, -0.465, 0.289, -0.243, -0.539, -0.664, -0.666, 0.315, 0.202]}